10 unconnected molecules or ions with the total composition C46H75BrIN10O2 in a non-equilibrium geometry. Source: OMol25; level of theory: ωB97M-V with the def2-TZVPD basis set.

```
135
Properties=species:S:1:pos:R:3:lowdin_charge:R:1
C -4.32497 1.49948 4.32572 -0.01
C -3.39022 0.36060 4.60430 -0.27
N -2.25421 0.60970 5.24410 0.16
C -1.32783 -0.29818 5.53585 0.00
C -1.50690 -1.58788 5.16470 0.05
C -2.68184 -1.88434 4.48245 -0.12
C -2.89657 -3.32981 4.01225 -0.49
O -3.50328 -4.11385 4.68241 0.17
O -2.35388 -3.66499 2.82611 0.06
C -2.11421 -2.53126 1.96598 -0.24
C -1.79017 -2.95663 0.52158 -0.26
C -1.07329 -1.75404 -0.10702 -0.59
I -2.39371 -0.01482 -0.22955 0.72
C -3.64725 -0.93192 4.20049 -0.50
Br -5.25693 -1.38373 3.29468 0.95
H -4.37129 2.15629 5.20017 0.08
H -5.29317 1.17273 3.95855 0.05
H -3.88536 2.09916 3.51278 0.10
H -2.07685 1.57241 5.51899 0.17
H -0.42158 0.00633 6.05118 0.15
H -0.77788 -2.36419 5.35931 0.13
H -3.01258 -1.91579 1.88954 0.02
H -1.25507 -1.93167 2.29349 0.12
H -2.69758 -3.22989 -0.01941 0.12
H -1.05767 -3.77122 0.57197 0.07
H -0.25842 -1.42317 0.53754 0.04
H -0.73282 -1.94388 -1.12223 0.00
C 0.07926 -7.79703 0.45348 -0.10
C 0.99180 -7.33283 -0.67709 -0.27
C 2.08666 -6.37135 -0.20090 -0.17
C 1.49324 -5.16055 0.39040 -0.19
N 1.03256 -4.21778 0.86315 0.16
H -0.46317 -6.96206 0.90310 0.06
H -0.66330 -8.50021 0.07635 0.07
H 0.65044 -8.29690 1.23862 0.08
H 0.38625 -6.84993 -1.44803 0.11
H 1.45923 -8.20327 -1.13686 0.07
H 2.72169 -6.07680 -1.03692 0.12
H 2.71644 -6.85244 0.54892 0.12
C 1.96283 -3.32403 6.14347 -0.11
C 2.83152 -2.74943 5.02956 -0.26
C 3.92143 -1.81661 5.56023 -0.18
C 3.29076 -0.68384 6.25789 -0.24
N 2.79274 0.20757 6.78847 0.14
H 1.43098 -2.53538 6.68208 0.06
H 1.21325 -4.00019 5.72730 0.07
H 2.55901 -3.88787 6.86195 0.08
H 2.20054 -2.20546 4.32199 0.10
H 3.29358 -3.56924 4.47816 0.11
H 4.52935 -1.43329 4.74075 0.12
H 4.58147 -2.34299 6.25081 0.12
C 0.98530 -6.58073 -5.21133 -0.11
C 0.53241 -7.87213 -5.88090 -0.26
C -0.07735 -8.87084 -4.89191 -0.18
C 0.90863 -9.24220 -3.86565 -0.22
N 1.68576 -9.52564 -3.06635 0.15
H 1.77468 -6.76489 -4.48018 0.07
H 1.38469 -5.88603 -5.94937 0.05
H 0.15238 -6.08988 -4.70202 0.08
H 1.38519 -8.32895 -6.38714 0.11
H -0.20790 -7.63932 -6.64848 0.11
H -0.39742 -9.77331 -5.41340 0.12
H -0.94971 -8.43831 -4.39925 0.12
C 1.58018 0.49538 -3.48726 -0.10
C 0.90156 0.39730 -4.84905 -0.26
C -0.62371 0.30856 -4.74963 -0.18
C -1.01565 -0.89058 -3.99343 -0.22
N -1.32001 -1.82849 -3.40069 0.15
H 1.39453 -0.39448 -2.88248 0.07
H 2.66077 0.58732 -3.60546 0.07
H 1.22425 1.36822 -2.93458 0.07
H 1.29153 -0.47765 -5.37563 0.09
H 1.16632 1.27538 -5.44215 0.11
H -1.06559 0.25686 -5.74454 0.12
H -1.02097 1.19097 -4.24915 0.07
C 1.62522 5.14076 -4.28456 -0.12
C 0.52830 5.92297 -3.57408 -0.27
C -0.49350 5.01933 -2.87680 -0.20
C -1.15925 4.14882 -3.85867 -0.22
N -1.67250 3.46749 -4.63124 0.15
H 1.21971 4.51605 -5.08350 0.07
H 2.33960 5.82144 -4.73743 0.02
H 2.16411 4.49639 -3.58369 0.07
H 0.02066 6.56217 -4.30015 0.10
H 0.98224 6.58016 -2.82976 0.11
H -1.24869 5.62121 -2.37148 0.11
H -0.00326 4.39694 -2.12804 0.09
C 0.48616 10.36503 -3.84545 -0.11
C 1.83096 10.92289 -4.29877 -0.26
C 2.20681 10.49163 -5.72037 -0.18
C 2.30724 9.02642 -5.80331 -0.20
N 2.38641 7.88036 -5.85993 0.17
H 0.49654 9.27408 -3.81047 0.05
H 0.24595 10.72002 -2.84300 0.07
H -0.31558 10.67916 -4.51691 0.08
H 2.60543 10.59941 -3.60030 0.11
H 1.79814 12.01306 -4.25826 0.11
H 3.16614 10.92386 -6.00552 0.12
H 1.45685 10.83327 -6.43519 0.12
C 5.82050 -1.02407 -6.22466 -0.11
C 5.14338 -1.12722 -7.58681 -0.26
C 3.61696 -1.21619 -7.48773 -0.18
C 3.22944 -2.41797 -6.72040 -0.23
N 2.91935 -3.34282 -6.11106 0.15
H 5.63335 -1.91045 -5.61637 0.07
H 6.90028 -0.93332 -6.34301 0.07
H 5.46542 -0.14920 -5.67530 0.07
H 5.52897 -2.00340 -8.11161 0.11
H 5.40776 -0.25313 -8.18469 0.11
H 3.17672 -1.27324 -8.48335 0.12
H 3.21300 -0.33303 -6.99001 0.11
C -4.44438 -0.73267 9.79331 -0.11
C -5.63582 0.18452 9.53988 -0.25
C -5.59034 0.85302 8.16113 -0.18
C -4.38164 1.68407 8.03109 -0.24
N -3.43523 2.32996 7.91767 0.15
H -3.50333 -0.17926 9.78551 0.07
H -4.53232 -1.20818 10.76930 0.08
H -4.38704 -1.51983 9.03747 0.08
H -5.66990 0.94960 10.31741 0.12
H -6.55693 -0.39439 9.61974 0.11
H -6.46603 1.48695 8.01796 0.12
H -5.58572 0.09878 7.37094 0.11
C -1.79079 6.19884 3.47204 -0.10
C -1.50488 4.70979 3.31671 -0.28
C -0.10584 4.42249 2.75968 -0.18
C 0.05081 5.02053 1.42507 -0.21
N 0.17262 5.48890 0.38207 0.17
H -1.76537 6.71209 2.51020 0.08
H -2.78245 6.35413 3.89726 0.08
H -1.06182 6.67086 4.13289 0.08
H -2.25883 4.26828 2.65918 0.10
H -1.60359 4.22438 4.29290 0.10
H 0.05696 3.34665 2.67960 0.11
H 0.66007 4.83158 3.42007 0.12
```

The charge is +1. The energy is -146050.722 eV. The value obtained for the largest force on an atom is 1.837 eV Å⁻¹. For the frontier orbital gap, the calculation gives 7.4 eV. The value obtained for the HOMO energy is -11.34 eV.

***

6 unconnected molecules or ions with the total composition C46H76FN7O11S3 in a non-equilibrium geometry. Source: OMol25; level of theory: ωB97M-V with the def2-TZVPD basis set.

```
144
Properties=species:S:1:pos:R:3:lowdin_charge:R:1
C -1.95746 5.33602 -0.08775 0.11
C -0.81844 4.93639 -0.22194 -0.13
C 0.64443 4.67669 -0.31901 -0.17
C 1.37413 4.67444 0.92692 -0.52
S 0.61622 4.94002 2.54440 0.77
C 2.77139 4.41883 0.89031 -0.12
C 3.38202 4.16377 -0.36915 -0.41
C 2.70294 4.14944 -1.62493 -0.17
C 1.28257 4.41754 -1.58022 -0.16
N 0.52123 4.38941 -2.78319 0.12
N 3.37607 3.89239 -2.87385 -0.04
C 4.01892 5.07863 -3.42853 -0.11
O 3.14491 5.55130 -4.51134 -0.03
C 3.85679 6.25466 -5.46078 -0.50
C 3.82865 5.71948 -6.92508 0.02
O 4.46735 7.26813 -5.23118 0.11
C 4.24975 2.74163 -2.81889 -0.18
C 5.17040 2.51502 -1.72778 -0.40
C 6.00003 1.37405 -1.65222 -0.06
C 5.95948 0.37379 -2.68077 -0.15
C 6.86383 -0.86272 -2.48810 -0.13
C 6.45734 -1.57111 -1.13609 -0.18
C 5.17673 -2.45910 -1.29166 -0.19
C 3.92758 -1.94047 -0.49056 -0.20
S 3.39187 -3.07022 0.82997 0.61
O 2.40391 -2.45920 1.68762 -0.31
O 4.51714 -3.57873 1.57414 -0.29
O 2.68256 -4.39376 0.15962 -0.17
C 5.08956 0.57999 -3.80151 -0.11
C 5.06627 -0.46366 -4.94106 -0.11
C 3.75951 -1.33515 -5.00045 -0.16
F 3.10423 -1.27235 -3.76188 -0.06
C 4.24263 1.74829 -3.86314 -0.06
C 3.26114 2.01836 -5.05010 -0.10
C 1.75512 2.03915 -4.55884 -0.17
C 0.88847 0.82701 -5.06906 -0.19
C 0.19615 0.06117 -3.88814 -0.20
C -1.10901 -0.65510 -4.40260 -0.19
C -1.73485 -1.53976 -3.26030 -0.16
C -1.81170 -3.05939 -3.63120 -0.21
O -0.65098 -3.71015 -3.06646 -0.22
C -1.01532 -4.98287 -2.54667 -0.14
S 5.15768 3.78803 -0.43330 1.00
H -2.86623 5.84942 0.22699 0.04
H 0.48600 3.64630 3.00474 -0.13
H 3.42737 4.38436 1.77919 0.11
H -0.38253 4.82519 -2.60267 0.08
H 1.04265 4.91863 -3.48330 0.08
H 4.05324 5.88943 -2.67097 0.15
H 5.04826 4.89943 -3.80674 0.16
H 4.68900 6.11897 -7.50641 0.09
H 3.90658 4.61272 -6.92900 0.07
H 2.91722 6.06107 -7.46810 0.09
H 6.65051 1.26682 -0.76192 0.11
H 6.85189 -1.58333 -3.32511 0.10
H 7.89912 -0.47917 -2.31188 0.12
H 7.30984 -2.25639 -0.90222 0.11
H 6.40272 -0.86092 -0.28705 0.10
H 5.35790 -3.51796 -1.00591 0.11
H 4.89228 -2.48055 -2.37005 0.10
H 4.05367 -0.91689 -0.07280 0.12
H 3.06747 -1.89612 -1.20409 0.10
H 2.04616 -4.10102 -0.51903 0.08
H 5.96257 -1.12215 -4.95114 0.10
H 5.13028 0.10876 -5.90083 0.12
H 3.13841 -0.98266 -5.84550 0.10
H 4.04747 -2.38733 -5.20446 0.12
H 3.35986 1.26148 -5.85495 0.09
H 3.55910 3.02084 -5.43920 0.09
H 1.73867 2.02986 -3.44411 0.09
H 1.28480 3.00877 -4.83771 0.09
H 0.13610 1.22740 -5.79097 0.11
H 1.56450 0.15114 -5.63416 0.07
H -0.03329 0.82796 -3.11152 0.11
H 0.83846 -0.72257 -3.43763 0.10
H -1.78155 0.14427 -4.77450 0.11
H -0.79343 -1.34746 -5.21906 0.11
H -1.20733 -1.43339 -2.28737 0.11
H -2.77949 -1.18471 -3.11302 0.11
H -1.79849 -3.22357 -4.73190 0.12
H -2.72946 -3.52785 -3.19731 0.11
H -1.51261 -5.57979 -3.34531 0.07
H -1.75401 -4.90489 -1.70324 0.09
H -0.11687 -5.52620 -2.17094 0.09
C -3.27227 -7.69390 -2.22117 -0.34
O -2.97101 -7.32607 -3.34198 -0.01
N -2.70901 -8.73156 -1.56772 -0.20
C -3.11907 -9.11299 -0.23035 -0.06
C -1.65883 -9.48877 -2.22650 -0.04
H -4.05663 -7.18718 -1.63426 0.14
H -2.26230 -9.04356 0.44327 0.09
H -3.48597 -10.14166 -0.24512 0.09
H -3.91032 -8.45830 0.13200 0.08
H -0.82980 -8.82209 -2.46978 0.09
H -2.04613 -9.91346 -3.15421 0.09
H -1.30643 -10.28823 -1.57774 0.09
C 0.68954 0.85124 4.36204 -0.33
O 0.84187 2.00902 4.00251 -0.04
N -0.45490 0.33339 4.84003 -0.18
C -0.55619 -1.05324 5.24602 -0.05
C -1.63036 1.18926 4.95434 -0.04
H 1.51199 0.11905 4.31821 0.14
H -1.32253 -1.54896 4.64652 0.09
H -0.83526 -1.10046 6.30148 0.08
H 0.39379 -1.56768 5.10522 0.08
H -1.88479 1.58039 3.96552 0.10
H -1.40273 2.02489 5.61069 0.09
H -2.46336 0.63167 5.34967 0.06
C -6.09435 -4.07678 -5.50596 -0.36
O -5.11501 -3.35800 -5.44976 0.01
N -6.06620 -5.42516 -5.58717 -0.20
C -7.27716 -6.21659 -5.65011 -0.06
C -4.77815 -6.10089 -5.61177 -0.04
H -7.11853 -3.66573 -5.49387 0.13
H -7.30612 -6.90074 -4.79861 0.09
H -7.28404 -6.79324 -6.57812 0.09
H -8.15847 -5.57683 -5.62251 0.08
H -4.22755 -5.85868 -4.70463 0.07
H -4.20512 -5.75001 -6.47254 0.10
H -4.91457 -7.17831 -5.67791 0.09
C -2.64736 1.37586 8.06434 -0.34
O -3.20400 1.47569 6.98462 -0.03
N -3.18810 1.70197 9.25319 -0.18
C -2.45686 1.55397 10.49677 -0.05
C -4.54642 2.21835 9.29157 -0.04
H -1.61334 0.99499 8.15015 0.14
H -2.99723 0.86861 11.15298 0.09
H -2.37186 2.52667 10.98223 0.08
H -1.45841 1.15805 10.31179 0.08
H -5.22378 1.47681 8.86183 0.09
H -4.60156 3.12952 8.69332 0.09
H -4.84092 2.43568 10.31501 0.05
C -4.47601 4.79197 12.48160 -0.32
O -4.47211 3.81047 11.75840 -0.01
N -4.86015 6.02730 12.10543 -0.20
C -4.83930 7.15211 13.02024 -0.06
C -5.30916 6.23689 10.73931 -0.03
H -4.15396 4.73982 13.53449 0.14
H -5.84930 7.55559 13.11860 0.09
H -4.17695 7.92548 12.62563 0.09
H -4.48187 6.84456 14.00182 0.08
H -6.17092 5.59775 10.53942 0.10
H -4.50836 5.96554 10.04933 0.09
H -5.58416 7.27873 10.58809 0.09
```

The energy is -117106.760 eV. Its SMILES is C#Cc1c(S)cc2c(c1N)N(COC(C)=O)c1c(cc(CCCCS(=O)(=O)O)c(CCF)c1CCCCCCCOC)S2.CN(C)C=O.CN(C)C=O.CN(C)C=O.CN(C)C=O.CN(C)C=O. The value obtained for the largest force on an atom is 2.854 eV Å⁻¹. For the frontier orbital gap, the calculation gives 8.2 eV. The value obtained for the HOMO energy is -7.72 eV.